The following is a DFT calculation (ωB97M-V/def2-TZVPD) of a structure of composition C55H50FN2O6PSTeV.

The geometry in XYZ format:
```
118
Properties=species:S:1:pos:R:3:mulliken_spin:R:1
V -0.81 1.91 0.70 0.000
O -1.88 0.39 1.12 0.000
S 0.28 0.36 3.16 0.000
O 1.06 -0.83 2.83 0.000
O 0.42 1.56 2.03 0.000
C 1.60 1.11 4.11 0.000
C 2.97 0.84 4.10 0.000
C 3.76 1.46 5.08 0.000
C 3.19 2.24 6.10 0.000
C 1.92 2.73 5.83 0.000
C 1.07 2.12 4.88 0.000
P -0.67 2.24 4.89 0.000
C -1.15 3.93 5.29 0.000
C -1.01 4.51 6.56 0.000
C -1.38 5.84 6.78 0.000
C -1.74 6.63 5.71 0.000
C -1.89 6.05 4.39 0.000
C -1.78 4.65 4.26 0.000
C -0.93 1.12 6.37 0.000
C -0.34 -0.14 6.61 0.000
C -0.65 -0.92 7.72 0.000
C -1.78 -0.59 8.51 0.000
C -2.42 0.67 8.23 0.000
C -1.98 1.46 7.19 0.000
H 3.43 0.12 3.39 0.000
H 4.83 1.47 4.89 0.000
H 3.80 2.59 6.96 0.000
H 1.59 3.59 6.41 0.000
H -0.74 3.89 7.40 0.000
H -1.33 6.20 7.77 0.000
H -1.77 7.70 5.94 0.000
H -2.06 6.73 3.55 0.000
H -2.11 4.15 3.34 0.000
H 0.45 -0.44 5.94 0.000
H -0.06 -1.77 8.05 0.000
H -2.17 -1.17 9.36 0.000
H -3.31 0.97 8.74 0.000
H -2.63 2.30 6.99 0.000
F -1.68 3.40 1.17 0.000
C -7.57 2.46 -0.25 0.000
O -6.78 2.01 -1.35 0.000
C -6.50 2.74 -2.44 0.000
C -7.34 3.69 -3.05 0.000
C -6.96 4.21 -4.27 0.000
C -5.73 3.94 -4.87 0.000
C -4.98 2.91 -4.39 0.000
C -5.23 2.49 -3.07 0.000
N -4.26 1.77 -2.34 0.000
C -2.98 1.82 -2.27 0.000
C -2.03 2.86 -2.54 0.000
C -2.10 4.10 -3.18 0.000
C -0.95 4.74 -3.75 0.000
C 0.29 4.29 -3.44 0.000
C 0.50 3.23 -2.54 0.000
C -0.66 2.62 -2.05 0.000
O -0.40 1.67 -1.08 0.000
H -6.89 3.18 0.23 0.000
H -7.68 1.59 0.38 0.000
H -8.54 2.89 -0.49 0.000
H -8.34 3.96 -2.67 0.000
H -7.65 4.87 -4.78 0.000
H -5.32 4.51 -5.73 0.000
H -4.16 2.48 -4.95 0.000
H -4.62 0.89 -1.49 0.000
H -2.40 1.01 -1.82 0.000
H -3.08 4.61 -3.28 0.000
H -1.17 5.72 -4.20 0.000
H 1.05 4.92 -3.91 0.000
H 1.47 2.91 -2.28 0.000
C 9.98 -4.20 -4.80 -0.002
C 8.60 -4.34 -4.14 0.064
C 7.57 -5.24 -4.53 -0.008
C 6.30 -5.20 -4.00 -0.037
C 5.20 -6.04 -4.52 0.061
C 6.02 -4.23 -2.94 -0.019
Te 4.04 -3.99 -2.14 0.897
N -2.88 0.64 0.13 0.000
C -3.70 -0.40 -0.06 0.000
O -4.76 -0.10 -0.74 0.000
C -3.50 -1.76 0.54 0.000
C -3.92 -2.74 -0.31 0.000
C -3.82 -4.08 0.08 0.000
C -3.53 -4.39 1.43 0.000
C -3.19 -3.38 2.32 0.000
C -3.21 -2.03 1.90 0.000
C 2.79 -3.69 -3.99 -0.017
C 3.29 -2.82 -4.93 -0.051
C 2.68 -2.81 -6.17 -0.011
C 1.58 -3.66 -6.46 0.025
C 1.09 -4.53 -5.52 -0.003
C 1.69 -4.55 -4.29 0.039
C 1.19 -5.50 -3.27 0.002
C 7.07 -3.52 -2.36 0.056
C 6.92 -2.62 -1.18 0.009
C 8.34 -3.50 -3.08 -0.021
H 10.20 -3.13 -4.92 0.003
H 9.96 -4.71 -5.79 0.000
H 10.73 -4.74 -4.15 0.007
H 7.82 -5.89 -5.41 0.000
H 5.68 -6.70 -5.30 0.001
H 4.47 -5.45 -5.10 -0.006
H 4.67 -6.67 -3.74 -0.010
H -4.32 -2.46 -1.30 0.000
H -4.11 -4.85 -0.61 0.000
H -3.56 -5.40 1.82 0.000
H -2.95 -3.61 3.36 0.000
H -2.89 -1.27 2.62 0.000
H 4.04 -2.10 -4.64 0.004
H 3.02 -2.25 -7.01 0.000
H 1.25 -3.77 -7.47 0.001
H 0.20 -5.15 -5.66 0.000
H 1.62 -5.35 -2.27 0.010
H 1.49 -6.56 -3.51 -0.003
H 0.12 -5.41 -3.23 0.001
H 6.67 -3.24 -0.23 0.004
H 6.10 -1.92 -1.33 0.000
H 7.79 -1.98 -0.98 0.002
H 9.04 -2.83 -2.62 0.001
```

Results
**HOMO-LUMO gap (alpha / beta)**: 4.3 / 3.6 eV
**HOMO (alpha / beta)**: -11.49 / -11.49 eV
**LUMO level (alpha / beta)**: -7.228 / -7.929 eV
**Total charge**: +2
**Multiplicity**: 2

***

The following is a DFT calculation (ωB97M-V/def2-TZVPD) of a structure of composition C5H7NO.

The geometry in XYZ format:
```
14
Properties=species:S:1:pos:R:3:lowdin_charge:R:1
C 1.53 -0.13 -1.09 -0.023
C 0.30 0.17 -0.42 -0.271
C -0.72 -0.01 -1.38 -0.186
O -1.92 -0.29 -0.69 -0.019
C -1.60 -0.12 0.62 -0.059
C -0.31 0.26 0.86 -0.273
N 0.32 0.55 2.08 0.092
H 2.45 0.41 -0.89 0.053
H 0.37 -0.45 -2.15 0.184
H 1.69 -1.18 -1.32 0.055
H -0.90 0.78 -2.11 0.140
H -2.39 -0.38 1.33 0.131
H 1.27 0.20 2.10 0.089
H -0.19 0.20 2.88 0.087
```

Results
**HOMO-LUMO gap**: 8.5 eV
**HOMO**: -7.91 eV
**LUMO level**: 0.589 eV
**Total charge**: 0

***

The following is a DFT calculation (ωB97M-V/def2-TZVPD) of a structure of composition C43H63BI2N8S3SeV.

The geometry in XYZ format:
```
122
Properties=species:S:1:pos:R:3:lowdin_charge:R:1
V 1.00 -0.23 0.61 -0.079
C -0.22 4.89 1.11 -0.025
C -1.14 3.85 0.58 -0.230
C -2.34 4.12 -0.01 0.093
C -3.14 3.08 -0.55 -0.194
N -2.74 1.83 -0.48 0.207
N -1.59 1.56 0.11 -0.002
B -1.16 0.11 0.27 -0.665
N -1.74 -0.53 1.54 0.010
N -2.86 -0.01 2.01 0.219
C -3.45 -0.57 3.05 -0.159
C -2.84 -1.67 3.70 0.115
C -1.68 -2.22 3.21 -0.206
C -1.01 -3.40 3.84 -0.024
C -1.15 -1.62 2.06 -0.491
S 0.27 -2.22 1.25 0.836
C -4.80 -0.06 3.49 -0.543
C -5.79 -1.23 3.35 -0.016
C -5.26 1.10 2.60 -0.054
C -4.74 0.41 4.95 -0.019
N -1.45 -0.73 -0.99 0.001
N -2.69 -1.18 -1.09 0.217
C -3.07 -1.78 -2.19 -0.159
C -2.17 -1.90 -3.28 0.119
C -0.88 -1.45 -3.18 -0.212
C 0.12 -1.55 -4.28 -0.023
C -0.52 -0.88 -1.94 -0.528
S 1.11 -0.41 -1.58 0.733
C -4.48 -2.32 -2.28 -0.540
C -5.20 -1.56 -3.41 -0.013
C -5.23 -2.12 -0.95 -0.047
C -4.44 -3.82 -2.61 -0.023
C -0.78 2.49 0.62 -0.538
S 0.74 1.93 1.25 0.789
C -4.46 3.39 -1.22 -0.541
C -5.12 2.12 -1.77 -0.048
C -4.21 4.37 -2.38 -0.023
C -5.38 4.05 -0.18 -0.012
H -0.66 5.88 1.06 0.101
H 0.71 4.89 0.54 0.098
H 0.05 4.68 2.15 0.096
H -2.68 5.14 -0.11 0.142
H -3.28 -2.07 4.61 0.142
H -1.48 -3.65 4.79 0.101
H 0.05 -3.19 4.01 0.088
H -1.07 -4.27 3.19 0.105
H -5.82 -1.61 2.32 0.086
H -6.79 -0.89 3.61 0.104
H -5.54 -2.06 4.02 0.090
H -5.27 0.81 1.55 0.068
H -4.58 1.95 2.71 0.084
H -6.26 1.41 2.89 0.102
H -4.43 -0.39 5.63 0.086
H -5.74 0.73 5.25 0.103
H -4.06 1.25 5.06 0.097
H -2.51 -2.37 -4.20 0.143
H -0.35 -1.84 -5.21 0.103
H 0.88 -2.30 -4.02 0.104
H 0.64 -0.60 -4.42 0.080
H -5.12 -0.48 -3.28 0.074
H -6.26 -1.82 -3.41 0.104
H -4.80 -1.82 -4.39 0.090
H -5.20 -1.07 -0.64 0.065
H -4.78 -2.72 -0.17 0.085
H -6.27 -2.42 -1.07 0.101
H -3.99 -4.01 -3.59 0.086
H -5.45 -4.21 -2.63 0.104
H -3.88 -4.37 -1.86 0.096
H -4.44 1.61 -2.45 0.072
H -6.03 2.38 -2.31 0.103
H -5.38 1.44 -0.96 0.071
H -3.51 3.96 -3.10 0.068
H -3.83 5.33 -2.03 0.088
H -5.16 4.56 -2.89 0.103
H -5.52 3.41 0.69 0.078
H -6.36 4.22 -0.63 0.105
H -5.00 5.02 0.15 0.090
I 3.26 2.31 -3.03 0.769
C 1.62 3.24 -4.04 -1.107
I -0.27 2.83 -3.13 0.830
H 1.59 2.86 -5.05 -0.029
H 1.78 4.31 -4.02 -0.028
C 8.41 2.38 0.37 -0.085
C 7.59 1.41 1.21 -0.241
C 6.15 1.87 1.42 -0.174
C 5.27 1.78 0.16 -0.160
N 5.10 0.39 -0.28 0.001
C 4.31 -0.53 0.32 -0.545
Se 3.10 -0.11 1.70 0.863
N 4.51 -1.73 -0.25 0.004
C 4.05 -3.02 0.26 -0.121
C 5.11 -3.72 1.12 -0.158
C 5.42 -3.04 2.45 -0.244
C 4.36 -3.29 3.51 -0.097
C 5.47 -1.59 -1.24 -0.131
C 6.05 -2.52 -2.10 0.017
C 6.99 -2.04 -2.98 -0.032
C 7.36 -0.69 -3.01 -0.027
C 6.79 0.23 -2.16 0.009
C 5.83 -0.24 -1.26 -0.151
H 9.44 2.03 0.28 0.086
H 8.44 3.37 0.83 0.087
H 8.01 2.49 -0.64 0.050
H 8.06 1.32 2.19 0.118
H 7.61 0.41 0.77 0.101
H 6.14 2.92 1.75 0.130
H 5.68 1.29 2.21 0.086
H 5.74 2.32 -0.66 0.107
H 4.29 2.21 0.34 0.096
H 3.81 -3.64 -0.60 0.134
H 3.13 -2.86 0.83 0.068
H 6.03 -3.81 0.52 0.116
H 4.76 -4.74 1.31 0.129
H 5.57 -1.97 2.31 0.088
H 6.38 -3.43 2.81 0.121
H 3.39 -2.86 3.22 0.036
H 4.65 -2.83 4.46 0.084
H 4.22 -4.36 3.68 0.085
H 5.78 -3.57 -2.08 0.125
H 7.47 -2.73 -3.67 0.124
H 8.11 -0.35 -3.72 0.126
H 7.07 1.28 -2.19 0.110
```

Results
**HOMO-LUMO gap (alpha / beta)**: 6.1 / 6.2 eV
**HOMO (alpha / beta)**: -15.73 / -15.72 eV
**LUMO level (alpha / beta)**: -9.631 / -9.564 eV
**Total charge**: +3

***

The following is a DFT calculation (ωB97M-V/def2-TZVPD) of a structure of composition C6H14O2PYb.

The geometry in XYZ format:
```
24
Properties=species:S:1:pos:R:3:lowdin_charge:R:1
C -2.45 -0.06 -3.13 -0.074
O -2.51 -0.70 -1.81 -0.545
C -1.98 0.15 -0.73 -0.186
C -1.27 -0.89 0.36 -0.254
C -0.02 -0.17 1.19 -0.309
C 1.36 -0.66 0.45 -0.331
P 2.94 -0.16 1.41 0.850
C 2.74 1.50 2.35 -0.319
O 4.15 0.09 0.15 -0.389
H -2.05 -0.85 -3.93 0.120
H -3.52 0.29 -3.42 0.121
H -1.74 0.87 -3.20 0.126
H -1.25 0.99 -1.08 0.152
H -2.90 0.65 -0.18 0.148
H -0.78 -1.74 -0.32 0.055
H -2.04 -1.42 1.06 0.081
H -0.12 -0.53 2.31 0.122
H -0.21 0.99 1.15 0.100
H 1.33 -1.84 0.50 0.037
H 1.70 2.01 2.18 0.040
H 3.63 2.20 1.96 0.060
H 2.98 1.27 3.48 0.058
H 4.90 0.66 0.49 0.054
Yb -2.92 -2.64 -1.27 1.285
```

Results
**HOMO-LUMO gap**: 2.6 eV
**HOMO**: -8.26 eV
**LUMO level**: -5.635 eV
**Total charge**: +1

***

The following is a DFT calculation (ωB97M-V/def2-TZVPD) of a structure of composition C30H49BCsN10O4PS2.

The geometry in XYZ format:
```
98
Properties=species:S:1:pos:R:3:lowdin_charge:R:1
Cs 0.00 1.50 1.40 0.778
B -2.00 -2.92 1.47 -0.445
N -0.44 -2.80 1.65 -0.105
C 0.40 -3.82 1.82 -0.130
C 1.70 -3.33 1.81 -0.095
C 1.53 -1.96 1.62 -0.210
N 0.23 -1.64 1.53 -0.017
N -2.71 -1.68 2.06 -0.102
C -3.45 -1.60 3.18 -0.112
C -3.93 -0.31 3.29 -0.078
C -3.41 0.34 2.16 -0.208
N -2.68 -0.49 1.43 0.001
H -2.35 -3.90 2.09 0.060
H -2.26 -3.02 0.28 0.050
H 0.03 -4.83 1.94 0.106
H 2.62 -3.88 1.92 0.081
H 2.28 -1.19 1.55 0.090
H -3.57 -2.46 3.81 0.105
H -4.54 0.11 4.07 0.080
H -3.52 1.37 1.85 0.077
N -0.51 -0.61 -3.88 0.201
C -0.44 0.05 -2.53 -0.276
C -1.71 -0.10 -1.73 -0.119
C -2.90 0.72 -2.22 -0.383
N -3.69 1.13 -1.07 0.072
C -2.45 1.95 -3.02 -0.122
C -1.11 2.54 -2.61 -0.376
N -1.10 3.02 -1.23 0.008
C 0.03 1.50 -2.72 -0.080
H -0.68 -1.62 -3.79 0.123
H 0.52 -0.53 -4.20 0.096
H -1.20 -0.20 -4.49 0.150
H 0.35 -0.53 -2.05 0.128
H -1.38 0.19 -0.74 0.042
H -1.97 -1.15 -1.63 0.122
H -3.48 0.08 -2.90 0.129
H -3.63 0.44 -0.32 0.034
H -4.66 1.28 -1.30 0.078
H -3.23 2.72 -2.94 0.117
H -2.39 1.71 -4.08 0.106
H -0.90 3.35 -3.32 0.129
H -1.92 3.53 -0.92 0.067
H -0.28 3.59 -1.08 0.073
H 0.75 1.72 -1.93 0.115
H 0.60 1.59 -3.65 0.118
C 2.37 0.29 4.77 -0.048
C 3.74 0.93 4.68 -0.462
C 4.62 0.25 3.65 -0.097
O 3.54 2.34 4.50 -0.352
P 4.05 3.31 3.30 -0.235
S 6.00 3.57 3.37 0.121
S 3.25 2.74 1.58 0.085
O 3.39 4.68 3.83 -0.340
C 2.11 4.91 4.45 -0.451
C 0.96 4.09 3.88 -0.105
C 2.24 4.75 5.96 -0.054
H 2.45 -0.77 5.01 0.082
H 1.84 0.37 3.82 0.043
H 1.76 0.77 5.54 0.078
H 4.23 0.85 5.66 0.136
H 4.17 0.29 2.66 0.031
H 4.74 -0.80 3.94 0.079
H 5.60 0.72 3.60 0.039
H 1.91 5.96 4.23 0.136
H 1.10 3.03 4.10 0.048
H 0.87 4.23 2.81 0.037
H 0.03 4.42 4.35 0.084
H 2.42 3.71 6.21 0.069
H 1.33 5.10 6.44 0.076
H 3.08 5.35 6.32 0.080
N -5.56 6.36 1.42 0.028
C -4.88 5.61 1.99 -0.480
N -4.19 4.76 2.72 0.014
C -3.09 4.25 2.26 -0.434
N -2.10 3.73 1.90 0.015
C -2.16 -5.28 -4.48 -0.060
C -0.90 -4.45 -4.42 -0.283
C -0.26 -4.02 -5.57 -0.025
C 0.89 -3.24 -5.52 -0.221
C 1.56 -2.78 -6.79 -0.038
C 1.41 -2.87 -4.28 -0.087
C 0.80 -3.32 -3.10 -0.219
C 1.39 -3.01 -1.75 -0.018
C -0.35 -4.10 -3.19 -0.016
C 2.51 -1.80 -4.23 -0.649
O 3.65 -2.10 -4.56 0.037
O 2.05 -0.67 -3.84 -0.058
H -2.44 -5.49 -5.51 0.066
H -2.99 -4.78 -3.99 0.078
H -2.02 -6.24 -3.97 0.077
H -0.68 -4.30 -6.54 0.105
H 0.96 -3.05 -7.67 0.068
H 2.55 -3.23 -6.89 0.086
H 1.72 -1.70 -6.79 0.085
H 1.93 -2.06 -1.75 0.081
H 2.10 -3.78 -1.46 0.097
H 0.62 -2.98 -0.97 0.068
H -0.82 -4.43 -2.27 0.124
```

Results
**HOMO-LUMO gap**: 6.0 eV
**HOMO**: -2.84 eV
**LUMO level**: 3.129 eV
**Total charge**: -2

***

The following is a DFT calculation (ωB97M-V/def2-TZVPD) of a structure of composition C16H24BN9PtS2.

The geometry in XYZ format:
```
53
Properties=species:S:1:pos:R:3:mulliken_spin:R:1
Pt 0.17 0.62 -0.38 1.127
C -2.91 3.97 0.42 -0.001
N -1.77 3.68 1.28 0.016
C -1.76 3.81 2.66 0.005
C -0.51 3.53 3.07 0.006
N 0.26 3.22 1.95 0.021
B 1.83 3.06 1.98 -0.002
N 2.23 1.59 2.43 0.021
C 2.41 1.22 3.75 -0.002
C 2.77 -0.07 3.78 0.010
N 2.83 -0.50 2.47 0.019
C 3.16 -1.86 2.05 -0.001
C 2.49 0.53 1.65 -0.005
S 2.47 0.43 -0.09 0.240
C -0.53 3.31 0.87 -0.024
S -0.11 2.99 -0.79 0.399
H -3.83 3.72 0.94 -0.001
H -2.84 3.39 -0.49 0.001
H -2.92 5.03 0.15 0.000
H -2.65 4.08 3.21 0.001
H -0.09 3.53 4.06 0.002
H 2.28 3.27 0.88 0.002
H 2.25 3.80 2.84 0.001
H 2.27 1.93 4.55 0.001
H 3.00 -0.73 4.61 0.002
H 4.00 -2.22 2.64 -0.002
H 3.44 -1.85 1.01 0.000
H 2.31 -2.52 2.21 -0.001
N -1.81 0.12 -0.30 0.060
C -2.96 0.27 -0.39 0.007
C -4.33 0.44 -0.47 0.028
C -5.04 0.82 0.72 -0.004
N -5.58 1.17 1.68 0.010
C -5.01 0.23 -1.71 -0.005
N -5.55 0.06 -2.72 0.010
C 0.12 -4.34 -2.53 0.002
C 0.56 -2.96 -3.04 -0.003
C -0.07 -2.69 -4.40 0.000
C 2.08 -2.91 -3.17 0.002
N 0.12 -1.85 -2.17 0.005
N 0.29 -2.02 -0.76 0.053
H 0.25 -5.09 -3.32 0.000
H -0.94 -4.33 -2.26 0.000
H 0.70 -4.67 -1.67 -0.001
H 0.34 -3.36 -5.16 0.000
H 0.13 -1.66 -4.71 0.000
H -1.15 -2.84 -4.37 0.000
H 2.45 -3.74 -3.79 0.000
H 2.57 -2.99 -2.19 -0.001
H 2.40 -1.97 -3.62 0.000
H -0.86 -1.67 -2.32 -0.003
H 1.27 -2.18 -0.58 0.002
H -0.24 -2.81 -0.42 0.002
```

Results
**HOMO-LUMO gap (alpha / beta)**: 7.3 / 5.6 eV
**HOMO (alpha / beta)**: -7.24 / -8.01 eV
**LUMO level (alpha / beta)**: 0.031 / -2.369 eV
**Total charge**: 0
**Multiplicity**: 3

***

The following is a DFT calculation (ωB97M-V/def2-TZVPD) of a structure of composition CHCeF4NO5S2.

The geometry in XYZ format:
```
15
Properties=species:S:1:pos:R:3:mulliken_spin:R:1
N 0.66 -0.46 -1.43 -0.004
S 1.63 0.77 -0.65 -0.008
O 3.01 0.25 -0.80 -0.005
O 1.35 2.02 -1.40 -0.005
S -0.71 -0.96 -1.06 0.001
O -0.53 -2.58 -0.41 0.000
O -1.56 -1.48 -2.14 0.000
C -1.84 0.47 -0.51 0.000
F -1.22 1.26 0.38 0.000
F -2.15 1.21 -1.54 0.000
F -2.93 -0.04 0.01 0.000
F 0.81 -2.75 -0.01 0.000
Ce 0.88 0.92 2.12 1.030
O -0.43 -0.84 1.96 -0.009
H -0.15 -1.75 2.08 0.000
```

Results
**HOMO-LUMO gap (alpha / beta)**: 6.9 / 6.9 eV
**HOMO (alpha / beta)**: -13.39 / -13.39 eV
**LUMO level (alpha / beta)**: -6.537 / -6.453 eV
**Total charge**: +1
**Multiplicity**: 2

***

Asked for E across the records above, the calculation gives -4737.3798; -324.5459; -7273.8716; -1886.9889; -3204.1012; -2057.4199; -2140.0673 a.u. in order.